DFT (ωB97M-V/def2-TZVPD) results for a structure of composition C4H2IrO2.

Cartesian coordinates (Å):
H  1.2929  -2.3319  -0.1759
C  0.9456  -1.3086  -0.0096
C  -0.3143  -0.8979  -0.0466
O  2.0299  -0.5358  0.2561
O  1.7945  0.8306  0.4947
Ir  0.1400  1.7128  0.3018
C  -1.8168  1.1720  -0.2169
C  -1.2430  0.0128  -0.0205
H  -2.8287  1.3460  -0.5831

Atoms 1-3, force components in eV/Å:
H -0.132 0.270 0.014
C 0.435 -0.191 0.130
C 0.319 0.273 0.476

Calculated values
- E_HOMO (spin up / spin down): -0.51830 / -0.54846 Eh
- Gap between HOMO and LUMO (spin up / spin down): 8.50 / 7.58 eV
- Net charge: +1
- Total energy: -11096.089 eV
- Max |F|: 2.3 eV/A
- Expectation value of S²: 6.04
- 2S+1: 5

Löwdin atomic charge list, values in e, 2 entries: 0.167, -0.063